Computed, not measured: a cluster of 8 separate species, C15H34BClFN7O18 in total, with the ωB97M-V functional and the def2-TZVPD basis.

Computed properties:
E_LUMO in Ha: -0.014
Structure (SMILES): CC[C@@H](F)[C@]1(C)OC(=O)O[C@@]1(Cl)B(C)O.C[N+](=O)[O-].C[N+](=O)[O-].C[N+](=O)[O-].C[N+](=O)[O-].C[N+](=O)[O-].C[N+](=O)[O-].C[N+](=O)[O-]
Maximum force in eV/A: 1.26
Gap between HOMO and LUMO in eV: 10.4382
DFT total energy in eV: -79290.45406
Spin multiplicity: 1

Cartesian coordinates (Å):
C 2.994 0.325 -0.776
C 1.840 -0.187 -1.649
C 1.551 0.738 -2.841
F 1.775 -0.014 -4.009
C 0.157 1.421 -2.999
C -0.618 0.802 -4.155
O 0.468 2.797 -3.489
C -0.123 3.669 -2.668
O 0.217 4.789 -2.414
O -1.230 3.038 -2.131
C -0.734 1.740 -1.772
Cl 0.185 2.042 -0.239
B -2.095 0.942 -1.367
C -2.626 -0.402 -1.960
O -2.821 1.590 -0.392
H 3.854 0.547 -1.417
H 2.742 1.251 -0.259
H 3.302 -0.432 -0.055
H 0.952 -0.388 -1.053
H 2.181 -1.135 -2.072
H 2.297 1.538 -2.873
H -0.097 1.035 -5.080
H -0.717 -0.276 -4.021
H -1.622 1.235 -4.185
H -3.571 -0.657 -1.470
H -2.839 -0.344 -3.031
H -1.946 -1.248 -1.826
H -2.969 0.999 0.357
C 1.116 -4.163 -3.129
N 0.374 -2.936 -3.519
O -0.232 -2.318 -2.661
O 0.401 -2.619 -4.687
H 0.976 -4.336 -2.073
H 0.702 -4.974 -3.718
H 2.163 -4.005 -3.367
C -2.496 -5.492 -6.099
N -1.593 -5.886 -4.985
O -0.760 -6.739 -5.197
O -1.743 -5.308 -3.928
H -2.240 -6.083 -6.969
H -3.513 -5.680 -5.770
H -2.342 -4.432 -6.275
C 2.292 -3.285 1.778
N 2.220 -4.054 0.509
O 2.689 -3.558 -0.497
O 1.685 -5.139 0.551
H 2.788 -2.343 1.579
H 1.275 -3.130 2.120
H 2.846 -3.891 2.488
C -0.851 1.297 3.634
N -0.950 -0.036 2.981
O 0.070 -0.548 2.575
O -2.056 -0.530 2.890
H 0.187 1.603 3.627
H -1.465 1.987 3.063
H -1.230 1.189 4.646
C 0.769 5.520 1.034
N 0.359 5.060 2.387
O 0.995 5.447 3.347
O -0.593 4.312 2.449
H 1.624 6.176 1.139
H 1.014 4.636 0.455
H -0.077 6.036 0.592
C -3.045 -3.702 4.341
N -1.985 -4.081 5.314
O -1.163 -4.901 4.969
O -2.014 -3.530 6.394
H -2.889 -4.265 3.429
H -4.003 -3.935 4.796
H -2.951 -2.634 4.168
C 1.502 6.657 6.225
N 2.345 7.721 6.837
O 1.821 8.782 7.100
O 3.510 7.450 7.030
H 0.495 7.041 6.113
H 1.938 6.407 5.266
H 1.531 5.802 6.893